(1)
12
Properties=species:S:1:pos:R:3:forces:R:3 method="wB97M-V/def2-TZVPD" s_squared=0.75 homo_energy_ev="-5.22 / -9.01" gap_ev="5.23 / 8.80" multiplicity=2
H -2.2116 -0.1656 3.9731 -0.217 0.067 0.024
O -1.8517 -0.0927 3.0872 0.837 0.162 0.243
Sr 0.3153 -0.0653 2.5914 -0.568 -0.034 -0.037
O -2.6053 -5.8775 -0.3017 0.026 0.493 0.290
C -2.3888 -4.8480 0.2874 0.115 -0.413 -0.135
C -2.9665 -3.5138 -0.1411 0.630 0.518 -0.641
C -2.9871 -2.5098 0.9306 -2.326 1.049 2.202
C -3.5131 -1.8775 1.8495 0.955 -2.279 -1.445
H -1.7095 -4.8233 1.1684 -0.146 0.012 -0.128
H -3.9635 -3.6719 -0.5772 0.288 0.066 0.186
H -2.3139 -3.1472 -0.9540 -0.174 -0.315 0.019
H -4.0500 -1.7351 2.7783 0.579 0.675 -0.576

***

(2)
23
Properties=species:S:1:pos:R:3:forces:R:3 method="wB97M-V/def2-TZVPD" homo_energy_ev=-7.51 gap_ev=3.67
C -0.7806 2.7736 0.1950 2.335 0.570 -1.120
C 0.4802 1.8485 0.4803 -3.356 1.959 3.805
C 0.1492 0.7471 1.4388 -0.277 -1.174 -0.723
C 0.0934 -0.5824 0.5982 0.819 0.279 -1.090
N -0.1524 -1.8824 1.2195 -0.092 -0.751 -0.050
C -0.5539 -2.9257 0.1505 -1.651 1.836 2.522
H -1.3801 2.5428 -0.6956 0.116 -0.654 0.316
H -0.3473 3.7717 -0.1180 -0.669 -0.822 0.793
H -1.4287 2.8070 1.0980 0.584 -0.036 -0.603
H 0.9825 0.5453 2.0631 0.796 0.245 1.043
H 1.4144 2.4321 0.7342 -0.454 -1.105 -1.408
H -0.8115 0.8016 2.0073 0.662 0.467 -0.601
H 1.0545 -0.5313 0.0585 -0.276 -0.523 -0.331
H 0.7033 -2.2350 1.6581 -0.355 0.338 -0.153
H -0.5567 -3.9080 0.6007 0.973 -0.311 -0.067
H -1.6329 -2.7853 -0.0052 0.154 0.340 -0.165
H -0.0787 -2.6620 -0.7790 0.732 -0.522 -1.015
H -0.6567 -0.3604 -0.1337 -0.470 -0.420 -0.578
H 0.8518 1.5035 -1.3399 0.552 0.019 0.791
O 0.6128 1.3590 -2.2487 -0.245 0.197 -0.967
H 1.0162 -2.0045 -2.5433 1.564 -0.850 -1.192
H 0.7236 0.3984 -2.3677 -0.342 -0.740 0.123
O 0.2977 -1.6534 -2.0712 -1.099 1.658 0.672

***

(3)
81
Properties=species:S:1:pos:R:3:forces:R:3 method="wB97M-V/def2-TZVPD" s_squared=3.75 homo_energy_ev="-7.85 / -7.85" gap_ev="7.88 / 7.88" multiplicity=4
C -3.4568 -4.2301 -0.6837 -0.284 -1.104 0.787
C -2.0142 -3.8364 -0.5269 0.695 0.290 0.264
H -3.5032 -5.2802 -0.4179 -0.162 -0.617 -0.273
H -3.8757 -4.1177 -1.7054 0.547 -0.085 0.563
H -4.1649 -3.7829 0.0335 0.876 -0.062 -0.403
C -1.0816 -4.2728 -1.3890 -0.230 0.176 2.506
C -1.4041 -5.4644 -2.1610 -0.142 -0.868 -1.222
H -0.0585 -3.9017 -1.3146 -0.307 -0.280 -0.090
H -2.0998 -5.2089 -2.9729 -0.049 -0.377 0.049
H -1.8421 -6.2618 -1.5263 0.140 0.388 -0.498
H -0.5043 -5.8481 -2.6202 0.175 -0.363 -0.260
Er 0.1309 2.5969 -0.7669 -0.744 -0.632 -0.642
Cl -1.1438 2.1155 1.6917 -0.377 0.159 0.337
Cl -1.5485 3.0375 -2.6198 0.052 -0.057 -0.456
C 1.9654 1.6476 1.6798 0.329 0.917 -1.913
O 1.7830 2.3980 0.6594 1.135 -0.996 2.115
N 3.1056 1.0099 1.8770 0.216 0.170 0.616
C 4.2457 1.2039 0.9935 -0.279 -0.086 -0.139
C 3.3695 0.3237 3.1437 -0.362 -0.055 0.474
H 1.1827 1.5057 2.4169 -0.302 -0.031 0.034
H 3.8978 1.6995 0.0903 0.063 0.031 0.043
H 4.6453 0.2218 0.7272 0.157 0.150 0.127
H 4.9964 1.8257 1.4944 0.004 -0.214 -0.134
H 2.4096 0.0763 3.6297 0.409 0.082 -0.289
H 3.9466 0.9623 3.8469 -0.169 -0.297 -0.553
H 3.9053 -0.6214 2.9664 -0.184 0.440 -0.019
H -0.5623 -1.3166 -3.1660 0.045 0.261 -0.012
H 1.8953 -2.9982 -2.7643 0.132 0.273 -0.115
C 0.1880 -0.7655 -3.7445 0.379 -0.312 0.269
C 2.2192 -2.1814 -3.4300 -0.094 0.077 0.297
N 1.5167 -0.9338 -3.1218 0.023 0.497 -0.058
H -0.0599 0.2947 -3.7993 -0.093 -0.157 0.100
C 2.0651 0.0329 -2.3704 -0.970 0.962 -0.469
O 1.5272 1.1323 -2.1090 1.461 -0.672 -0.706
H 3.3023 -2.0345 -3.3438 -0.254 -0.111 0.020
H 3.0750 -0.1993 -2.0119 0.002 -0.010 -0.017
H 0.2582 -1.2186 -4.7360 -0.120 0.234 -0.024
H 1.9686 -2.4791 -4.4542 0.197 0.149 0.181
O -2.3321 -1.8142 -0.8257 1.583 0.947 1.727
C -1.7825 -2.5925 0.3211 -0.909 0.468 -0.959
C 0.7051 -2.0256 -0.0951 -0.289 -0.479 -0.127
C -0.3277 -2.3588 0.8061 0.672 0.706 -1.046
H 0.4715 -1.8860 -1.1565 0.029 0.176 0.762
C 2.0377 -1.9229 0.3165 -0.184 -0.364 -1.658
H -2.4684 -2.4524 1.2039 0.567 -0.470 -0.766
C 0.0902 -2.4169 2.1423 -0.914 -0.697 -0.088
H 2.7528 -1.4481 -0.3782 -0.174 -0.863 0.348
C 2.4168 -2.5119 1.4973 -0.154 0.431 1.450
C 1.4285 -2.6380 2.4847 -0.061 -0.034 -0.412
H -0.6891 -2.4019 2.8988 0.160 -0.245 0.165
H 3.4401 -2.8161 1.7069 -0.024 0.457 0.039
H 1.7007 -2.8998 3.5060 -0.123 -0.010 -0.217
Si -3.5981 -0.7746 -0.9840 0.525 1.935 0.502
Cl -0.5426 0.3341 -0.6085 -1.068 -1.147 -0.037
C -3.4579 -0.2444 -2.7618 -0.433 -0.095 -0.279
C -3.9119 0.7747 0.0892 -0.048 0.281 0.094
C -5.0606 -1.7979 -0.6045 -0.122 0.140 -0.377
H -2.7234 -0.8070 -3.3492 -0.244 -0.039 0.196
H -3.2833 0.8204 -2.9413 0.071 -0.124 0.329
H -4.4598 -0.4705 -3.1363 -0.039 0.009 -0.508
H -5.0250 -2.6428 -1.2528 -0.438 -0.497 -0.272
H -5.9231 -1.2328 -0.8485 -1.096 0.621 -0.041
H -5.0889 -2.0983 0.4313 -0.144 -0.071 0.325
H -3.4208 1.7175 -0.1992 0.207 -0.568 -0.052
H -3.7256 0.6447 1.1633 0.122 -0.109 -0.191
H -4.9871 1.0184 0.0224 0.120 -0.342 -0.117
S -0.4236 5.1484 -0.5960 -0.368 0.496 -0.050
C 0.3355 5.3283 0.9136 -0.190 0.582 1.094
N 1.3204 6.2298 0.9910 0.427 -0.046 -0.315
C 2.1179 6.4255 2.1839 0.139 0.522 0.266
C 2.0937 5.2030 3.0827 -0.088 -0.534 0.082
C 0.6377 4.8512 3.3144 -0.382 0.418 0.104
N -0.0476 4.7177 2.0304 -0.078 -0.038 -0.090
H 1.5045 6.7363 0.1276 0.083 -0.272 0.510
H 1.7010 7.2760 2.7328 0.203 0.046 0.130
H 3.1305 6.6751 1.8864 0.167 0.071 -0.039
H 2.6013 5.3755 4.0402 -0.095 0.193 -0.292
H 2.5757 4.3433 2.6085 0.132 0.151 -0.148
H 0.1801 5.6750 3.8895 -0.022 -0.308 -0.087
H 0.4790 3.9244 3.8856 0.125 0.219 -0.289
H -0.7215 3.9030 1.9663 0.439 0.612 -0.158

***

Number 1: F_max 0.066 Eh/bohr, E -336.45789 hartree. Number 2: F_max 0.106 Eh/bohr, E -404.45135 hartree. Number 3: F_max 0.051 Eh/bohr, E -4469.17929 hartree.